{
  "formula": "C5H5N2O2S",
  "method": "ωB97M-V with the def2-TZVPD basis set",
  "orbital_gap_ev": [2.4, 7.0],
  "multiplicity": 3,
  "lumo_energy_ev": [2.969, 2.381],
  "total_charge": -1,
  "symbols": ["S", "C", "C", "N", "N", "H", "H", "H", "C", "H", "C", "O", "H", "C", "O"],
  "xyz": [[-4.8025, -0.2764, -0.8688], [-4.3124, 0.1179, 0.5822], [-0.2240, -2.7682, 0.0796], [1.0763, -0.8052, 0.1986], [1.0150, -2.2202, -0.1353], [1.9342, -2.6012, -0.1248], [-1.6802, 0.9510, -0.6028], [-1.1053, 1.3476, 0.7975], [-0.3781, -0.5185, 0.1693], [0.1010, 1.5693, -0.5761], [-1.1716, -1.6190, 0.0355], [-0.2255, -3.9808, 0.2176], [1.6819, -0.5001, -0.5753], [-0.7333, 0.8783, -0.0792], [-3.9874, 0.3455, 1.6652]],
  "forces_ev_per_angstrom": [[0.4, 0.3, 0.7], [-0.4, -0.4, -0.5], [0.2, -0.4, -0.2], [-2.1, -2.0, -0.7], [0.7, 2.6, 0.5], [-0.1, -1.2, 0.5], [-0.1, -0.2, -1.2], [0.6, 0.9, 1.2], [1.5, 2.0, -0.3], [-1.5, -1.5, 0.8], [2.5, -1.9, 0.1], [-1.5, -1.1, 0.1], [-0.5, 1.4, -0.4], [0.6, 1.6, -0.4], [0.1, 0.1, -0.2]],
  "lowdin_charge": [0.66, -0.93, -0.59, 0.01, -0.01, 0.11, 0.02, 0.04, -0.42, 0.07, 0.13, -0.04, 0.05, -0.20, 0.09]
}

=====

{
  "formula": "C5H10O",
  "method": "ωB97M-V with the def2-TZVPD basis set",
  "orbital_gap_ev": [8.4, 7.3],
  "lumo_energy_ev": [0.052, -0.528],
  "symbols": ["C", "H", "H", "H", "H", "C", "H", "O", "H", "H", "C", "H", "C", "H", "C", "H"],
  "xyz": [[-0.6369, -1.3691, 2.1573], [-0.6787, 2.1807, -0.0941], [1.5984, -1.5671, -0.2007], [0.5816, 0.6038, -2.4063], [-0.0524, -2.4193, -0.0757], [-0.0266, 1.4250, -2.0101], [0.8428, 0.0538, 1.5658], [-0.6397, 0.1286, -0.0768], [-0.7527, -0.9974, 3.1710], [0.9435, 1.4706, -0.0812], [-0.0796, 1.3443, -0.4903], [-1.0337, 1.3301, -2.4283], [0.6039, -1.6144, 0.2365], [-1.2235, -2.2352, 1.8691], [0.1479, -0.7088, 1.2117], [0.4056, 2.3744, -2.3479]],
  "forces_ev_per_angstrom": [[-1.0, -0.1, 0.9], [0.1, -0.1, 0.0], [-0.2, 0.1, 0.0], [-0.1, 0.1, 0.0], [0.1, 0.1, 0.1], [0.0, -0.1, 0.0], [-0.1, -0.1, 0.0], [-0.4, -0.1, 0.6], [0.1, -0.1, -0.2], [-0.2, -0.1, -0.1], [0.2, 0.4, 0.1], [0.1, 0.0, 0.1], [0.8, -0.8, -0.2], [0.1, 0.1, 0.0], [0.5, 0.7, -1.4], [-0.1, -0.1, 0.1]],
  "lowdin_charge": [0.08, 0.11, 0.08, 0.07, 0.08, -0.09, 0.13, -0.18, 0.06, 0.11, -0.36, 0.07, 0.12, 0.06, -0.41, 0.07]
}

=====

In kcal/mol, the energy above the lowest of the compared OMol25 structures with the same formula, charge and spin values for the records above are, in order, 65.6 115.6.